[1]
{"formula": "C27H68F12N3O3P3", "method": "wB97M-V/def2-TZVPD", "s2": 0.75, "mol_weight_da": 803.76, "fmax_ev_per_a": 4.43, "orbital_gap_ev": [7.7, 1.1], "spin_multiplicity": 2, "total_charge": 3, "species": ["C", "C", "C", "C", "P", "C", "C", "C", "C", "C", "C", "C", "C", "C", "C", "C", "C", "H", "H", "H", "H", "H", "H", "H", "H", "H", "H", "H", "H", "H", "H", "H", "H", "H", "H", "H", "H", "H", "H", "H", "H", "H", "H", "H", "H", "H", "H", "H", "H", "H", "H", "H", "H", "C", "C", "C", "O", "C", "N", "H", "H", "H", "H", "H", "H", "H", "H", "H", "H", "H", "H", "C", "C", "C", "O", "C", "N", "H", "H", "H", "H", "H", "H", "H", "H", "H", "H", "H", "H", "C", "C", "O", "N", "H", "H", "C", "H", "H", "H", "H", "H", "H", "P", "F", "F", "F", "F", "F", "F", "P", "F", "F", "F", "F", "F", "F"], "xyz": [[4.38026, 1.43018, -2.16104], [4.20628, 2.20664, -0.84121], [2.81029, 2.26482, -0.26670], [2.20666, 0.83643, 0.00173], [3.08252, -0.34221, 1.07752], [1.88031, -1.68035, 1.61001], [1.13517, -2.57800, 0.46189], [0.06430, -3.58259, 1.04680], [0.79479, -4.85866, 1.58061], [3.79981, 0.48653, 2.54775], [2.80591, 1.44378, 3.36268], [3.41963, 1.98823, 4.68729], [4.80819, 2.70089, 4.44262], [4.52472, -0.98344, 0.23837], [5.44230, -2.03762, 0.89454], [6.76295, -2.20545, 0.09518], [6.62567, -2.83178, -1.25365], [3.79959, 1.79566, -3.00801], [4.05292, 0.39275, -2.09240], [5.44104, 1.37866, -2.40637], [4.57264, 3.23269, -0.80824], [4.84439, 1.72278, -0.10174], [2.08655, 2.67288, -0.97225], [2.62899, 2.93349, 0.57480], [2.00510, 0.28992, -0.91957], [1.20837, 0.98191, 0.41449], [1.02146, -1.24842, 2.12374], [2.44599, -2.28135, 2.32200], [1.81667, -3.24590, -0.06497], [0.60390, -1.88690, -0.19251], [-0.67837, -3.80998, 0.28207], [-0.51562, -3.26372, 1.91291], [0.02100, -5.54821, 1.91805], [1.37265, -4.64861, 2.48065], [1.36497, -5.46730, 0.87880], [4.71769, 0.98463, 2.23552], [4.14351, -0.35230, 3.15300], [1.95269, 0.80712, 3.59672], [2.44984, 2.27867, 2.75914], [3.31635, 1.16414, 5.39321], [2.75602, 2.80111, 4.98217], [4.91970, 3.32179, 3.55372], [5.56198, 1.94438, 4.22442], [5.20545, 3.18216, 5.33629], [5.26024, -0.19450, 0.08129], [4.27525, -1.28610, -0.77862], [5.00338, -2.96036, 1.27402], [5.80606, -1.64815, 1.84538], [7.34512, -2.88810, 0.71420], [7.30434, -1.27558, -0.07900], [6.32420, -2.08173, -1.98484], [5.76615, -3.47761, -1.43315], [7.53034, -3.36951, -1.53744], [-1.85286, 2.85046, -3.27397], [-3.38198, 3.03812, -3.30717], [-4.22601, 1.99510, -4.09791], [-5.58785, 2.36736, -4.08003], [-6.43979, 1.72624, -5.04765], [-3.89861, 3.11106, -1.92620], [-3.48248, 2.57115, -1.18092], [-3.78485, 4.06969, -1.62927], [-4.89319, 2.96320, -2.02139], [-1.51873, 3.25483, -4.22945], [-1.56692, 1.80059, -3.33815], [-1.41751, 3.52260, -2.53451], [-3.64677, 4.02777, -3.67945], [-4.02385, 0.96536, -3.80314], [-3.97552, 1.98763, -5.15871], [-6.32307, 0.67103, -4.80067], [-6.37790, 1.88426, -6.12435], [-7.49633, 1.86796, -4.82022], [-1.65877, -1.96903, 4.22008], [-3.14535, -2.31733, 3.94648], [-4.08156, -1.16951, 4.34972], [-5.42124, -1.48106, 3.94912], [-6.13364, -0.36869, 3.40647], [-3.25941, -2.61662, 2.46060], [-2.45150, -3.17183, 2.21743], [-4.02793, -3.15598, 2.08833], [-3.24344, -1.79406, 1.87472], [-1.63804, -1.64854, 5.26169], [-1.28077, -1.06298, 3.74649], [-0.90308, -2.73550, 4.04818], [-3.46227, -3.26845, 4.37429], [-3.69655, -0.27082, 3.86780], [-3.92706, -0.97158, 5.41041], [-6.51096, 0.10538, 4.31255], [-7.00112, -0.77220, 2.88422], [-5.53851, 0.33810, 2.82823], [-1.60909, -1.87146, -6.21871], [-2.37928, -1.56567, -4.94957], [-3.54555, -1.19194, -4.92530], [-1.55858, -1.58146, -3.62546], [-0.60963, -1.30208, -3.82930], [-1.88540, -0.83902, -3.02375], [-1.64710, -2.97066, -2.89648], [-0.52691, -1.74918, -6.17393], [-1.80207, -1.11662, -6.98099], [-1.83798, -2.87099, -6.58838], [-1.40160, -3.63515, -3.72490], [-2.66668, -3.15471, -2.55782], [-0.79281, -3.04215, -2.22330], [-2.06356, -0.19421, -0.16641], [-1.83760, -1.80433, -0.18179], [-0.78670, -0.09024, -1.13504], [-2.98283, -0.33896, -1.56291], [-2.29847, 1.43203, -0.17609], [-3.46421, -0.48471, 0.63264], [-1.14673, -0.09864, 1.15808], [-1.18673, 5.53508, 0.80497], [-0.65219, 5.46803, -0.76822], [-0.01444, 4.50663, 1.32983], [-0.25571, 6.88688, 1.07729], [-1.78423, 5.61790, 2.28970], [-2.32658, 6.57191, 0.54594], [-2.14226, 4.33219, 0.47443]]}



[2]
{"formula": "C4H10N2S", "method": "wB97M-V/def2-TZVPD", "mol_weight_da": 118.20, "fmax_ev_per_a": 1.97, "orbital_gap_ev": 9.2, "spin_multiplicity": 1, "smiles": "NC1(CS)CNC1", "e_above_lowest_kcal_mol": 28.3, "species": ["C", "C", "C", "C", "H", "H", "H", "H", "H", "H", "H", "H", "H", "H", "N", "N", "S"], "xyz": [[-0.14819, 0.25800, -0.04669], [1.28744, 0.81626, -0.13521], [-0.59531, -0.73772, -1.13024], [-0.49789, -0.90425, 0.94190], [-0.96303, 1.88467, 0.93710], [-1.12399, 1.95493, -0.77645], [1.52904, 1.52229, 0.64412], [1.45106, 1.31434, -1.08059], [2.86422, -0.51811, 1.18435], [0.21765, -1.33933, -1.49699], [-1.18680, -0.37582, -1.98619], [-2.26382, -1.02767, 0.01354], [0.31876, -1.57762, 1.21659], [-1.02794, -0.65501, 1.90298], [-1.10012, 1.35165, 0.05986], [-1.34409, -1.47261, -0.11203], [2.58302, -0.49403, -0.13604]]}



[3]
{"formula": "C4H6NO2", "method": "wB97M-V/def2-TZVPD", "mol_weight_da": 100.10, "fmax_ev_per_a": 3.89, "orbital_gap_ev": [6.0, 6.0], "spin_multiplicity": 1, "total_charge": -1, "smiles": "C=C1[C@H](O)CN1[O-]", "e_above_lowest_kcal_mol": 144.1, "species": ["C", "C", "C", "C", "N", "O", "O", "H", "H", "H", "H", "H", "H"], "xyz": [[-0.60192, -0.23507, -0.31377], [-1.59957, -0.98360, 0.87815], [0.62099, 1.33679, -0.92928], [0.85760, 0.19296, 0.09122], [-0.73818, 0.79567, -1.20024], [-1.59010, 1.12671, -2.10661], [1.04724, 0.38078, 1.44902], [-2.45440, -1.67021, 0.72297], [-0.98276, -1.48879, 1.59828], [0.45804, 2.20286, -0.34415], [1.18199, 1.37544, -1.77701], [1.65079, -0.46977, -0.20039], [0.17179, 0.15479, 1.82851]]}



[4]
{"formula": "C3H8ClOP", "method": "wB97M-V/def2-TZVPD", "mol_weight_da": 126.52, "fmax_ev_per_a": 4.84, "orbital_gap_ev": 10.2, "spin_multiplicity": 1, "smiles": "C[C@H](CCl)OP", "e_above_lowest_kcal_mol": 0.0, "species": ["C", "C", "C", "O", "P", "Cl", "H", "H", "H", "H", "H", "H", "H", "H"], "xyz": [[1.07968, 1.07576, -0.45988], [-1.40538, 0.84202, 0.42540], [-0.23112, 0.27241, -0.45654], [-0.07777, -1.02985, 0.00512], [1.26263, -1.85180, 0.16032], [-2.99853, 0.02054, 0.06791], [1.59067, 0.61008, 0.51603], [1.77948, 1.11289, -1.25960], [0.91237, 2.15586, -0.13839], [-1.69263, 1.88772, 0.54846], [-1.20091, 0.43674, 1.39580], [-0.61972, 0.06493, -1.42358], [0.64173, -2.60536, 1.31048], [0.95950, -2.99194, -0.69153]]}



[5]
{"formula": "C20H15N3O7STeV", "method": "wB97M-V/def2-TZVPD", "s2": 1.01, "mol_weight_da": 619.97, "fmax_ev_per_a": 0.50, "orbital_gap_ev": [4.8, 6.5], "spin_multiplicity": 2, "total_charge": 2, "e_above_lowest_kcal_mol": 8.8, "species": ["V", "O", "C", "O", "C", "C", "N", "N", "C", "C", "O", "O", "H", "H", "H", "C", "Te", "C", "C", "C", "C", "C", "C", "C", "H", "H", "H", "H", "H", "H", "H", "H", "O", "S", "O", "N", "C", "O", "C", "C", "C", "C", "C", "C", "H", "H", "H", "H"], "xyz": [[0.49964, 0.34739, -1.23366], [6.17808, 3.30145, 0.10133], [5.04735, 3.19602, -0.59689], [4.76518, 3.94021, -1.48197], [4.13421, 2.04353, -0.28575], [4.38555, 0.79832, 0.28330], [3.27303, 0.07247, 0.22167], [2.28802, 0.77268, -0.35125], [2.80092, 1.97892, -0.66415], [1.82848, 2.85848, -1.37632], [1.82064, 3.99989, -1.61142], [0.73792, 1.99675, -1.71786], [6.23856, 2.71043, 0.86191], [5.29277, 0.37051, 0.68297], [3.10303, -0.93510, 0.42067], [-2.55977, 1.02681, 1.46224], [-2.16513, 0.60485, -0.60472], [-2.57157, 2.68800, -0.88207], [-3.56972, 2.95597, 0.21817], [-4.47702, 4.00007, 0.11305], [-5.36180, 4.24760, 1.15376], [-5.35236, 3.44608, 2.28507], [-4.45876, 2.38893, 2.38625], [-3.56165, 2.15010, 1.35499], [-1.61395, 1.31216, 1.92312], [-2.94638, 0.12621, 1.93245], [-2.96406, 2.83648, -1.88539], [-1.62975, 3.22539, -0.77376], [-4.49709, 4.61743, -0.77616], [-6.07124, 5.05935, 1.07145], [-6.05451, 3.63183, 3.08600], [-4.46600, 1.75435, 3.26352], [2.56753, -4.13046, 2.04104], [2.68639, -4.09620, 0.62561], [3.89772, -4.41359, -0.04401], [2.25392, -2.50686, 0.14537], [1.17203, -2.53598, -0.51658], [0.61668, -1.37831, -0.94297], [0.52943, -3.83436, -0.75503], [-0.62418, -4.13811, -1.45857], [-1.00173, -5.47322, -1.53971], [-0.23951, -6.46805, -0.93481], [0.92530, -6.16275, -0.23223], [1.28204, -4.83697, -0.16196], [-1.21036, -3.36616, -1.93988], [-1.89525, -5.74524, -2.08419], [-0.55296, -7.50002, -1.01466], [1.52033, -6.93730, 0.23204]]}



[6]
{"formula": "C43H38F6N2O4P2ReS2", "method": "wB97M-V/def2-TZVPD", "mol_weight_da": 1073.06, "fmax_ev_per_a": 0.51, "orbital_gap_ev": 7.4, "spin_multiplicity": 1, "total_charge": 1, "e_above_lowest_kcal_mol": 34.3, "species": ["Re", "F", "C", "F", "F", "S", "O", "O", "N", "S", "O", "O", "C", "F", "F", "F", "N", "P", "C", "C", "C", "C", "C", "C", "C", "C", "C", "C", "C", "C", "P", "C", "C", "C", "C", "C", "C", "C", "C", "C", "C", "C", "C", "H", "H", "H", "H", "H", "H", "H", "H", "H", "H", "H", "H", "H", "H", "H", "H", "H", "H", "H", "H", "H", "C", "C", "C", "C", "C", "C", "C", "C", "C", "C", "H", "H", "H", "H", "H", "H", "H", "H", "H", "H", "H", "H", "C", "C", "C", "C", "C", "C", "C", "H", "H", "H", "H", "H"], "xyz": [[-0.01172, 0.66201, 1.05532], [-2.26094, 2.23881, 1.86348], [-3.05416, 2.65651, 0.84663], [-4.29735, 2.66384, 1.27810], [-2.67968, 3.87872, 0.50478], [-2.83976, 1.50535, -0.58773], [-1.37594, 1.27968, -0.60063], [-3.37348, 2.16445, -1.72006], [-3.64249, 0.23219, -0.19208], [-3.04894, -0.97888, 0.62063], [-3.10784, -2.22020, -0.05698], [-1.76354, -0.62610, 1.27911], [-4.18480, -1.06205, 2.07302], [-3.85141, -2.11574, 2.80284], [-4.05215, 0.04048, 2.79965], [-5.43306, -1.17465, 1.65895], [1.78135, -1.82479, -0.51929], [1.72311, -0.16302, -0.34140], [3.41799, 0.21520, 0.16841], [3.98594, -0.47364, 1.23847], [5.28496, -0.20549, 1.63574], [6.02603, 0.75980, 0.96399], [5.46613, 1.44749, -0.10112], [4.16425, 1.17831, -0.50235], [1.59480, 0.49246, -2.01818], [1.11317, 1.77588, -2.26489], [1.10810, 2.27989, -3.55701], [1.58614, 1.50598, -4.60409], [2.07291, 0.22807, -4.36215], [2.08142, -0.27856, -3.07454], [0.31507, -2.81868, -0.43297], [1.14668, -4.41804, -0.20085], [2.37864, -4.74200, -0.77268], [2.95339, -5.98069, -0.53815], [2.29745, -6.91247, 0.25688], [1.06830, -6.60438, 0.81888], [0.49902, -5.35758, 0.59764], [-0.17695, -2.84979, -2.18881], [-0.92527, -1.76698, -2.64931], [-1.34006, -1.69726, -3.96802], [-1.03233, -2.73317, -4.83982], [-0.31580, -3.83121, -4.38643], [0.11182, -3.89101, -3.06690], [2.53580, -2.24296, 0.01327], [3.41328, -1.21872, 1.77927], [5.71912, -0.74737, 2.46515], [7.04258, 0.96851, 1.26875], [6.04359, 2.19343, -0.63018], [3.73989, 1.71530, -1.34019], [0.73450, 2.38657, -1.45810], [0.72404, 3.27334, -3.74499], [1.57953, 1.89929, -5.61185], [2.43713, -0.37877, -5.17991], [2.44039, -1.28162, -2.88606], [2.88130, -4.03256, -1.41962], [3.90815, -6.22469, -0.98450], [2.74658, -7.88023, 0.43545], [0.55567, -7.32948, 1.43613], [-0.45693, -5.11310, 1.04585], [-1.18684, -0.96141, -1.97315], [-1.91302, -0.84539, -4.31067], [-1.36318, -2.69130, -5.86909], [-0.09185, -4.64785, -5.05976], [0.66651, -4.75566, -2.72613], [2.06914, -1.30999, 4.34173], [1.33728, -0.03812, 3.90008], [2.30587, 1.13029, 3.91875], [0.60850, -0.26625, 2.60940], [0.09783, 0.25040, 4.78717], [-0.38007, -0.66436, 5.72052], [-1.51388, -0.38262, 6.47186], [-2.19709, 0.80881, 6.28981], [-1.73989, 1.72154, 5.34932], [-0.60590, 1.44163, 4.60580], [3.00430, -1.41465, 3.79143], [1.47856, -2.21230, 4.18098], [2.32530, -1.24864, 5.39971], [3.10350, 0.96273, 3.19379], [2.75662, 1.21282, 4.90860], [1.82732, 2.07915, 3.69124], [0.08397, -1.23204, 2.67347], [0.12382, -1.60678, 5.87689], [-1.86020, -1.10021, 7.20313], [-3.08095, 1.02522, 6.87394], [-2.26614, 2.65408, 5.19464], [-0.26452, 2.16554, 3.87481], [0.93640, 2.11192, 1.15933], [1.56641, 3.40454, 1.07921], [0.83035, 4.45752, 0.52227], [1.40566, 5.70823, 0.38887], [2.71555, 5.91244, 0.80342], [3.44943, 4.87184, 1.35828], [2.88043, 3.61865, 1.50364], [-0.18765, 4.28401, 0.19806], [0.83572, 6.52219, -0.03710], [3.16658, 6.88945, 0.69518], [4.46680, 5.03936, 1.68460], [3.44750, 2.80967, 1.93852]]}